Record 1
{"formula": "C10H14N2O", "method": "ωB97M-V with the def2-TZVPD basis set", "relative_energy_kcal_mol": 1.1, "multiplicity": 3, "lumo_energy_ev": [0.949, -2.194], "charge": 0, "elements": ["C", "C", "C", "C", "C", "C", "C", "C", "C", "C", "N", "N", "O", "H", "H", "H", "H", "H", "H", "H", "H", "H", "H", "H", "H", "H", "H"], "xyz": [[-2.47078, -1.29981, -0.72299], [-1.45787, -1.68236, 0.22782], [-2.78781, -0.00236, -0.38979], [1.50855, 0.84669, 0.93448], [1.14436, 1.44950, -0.16566], [1.89898, -0.57318, 0.92974], [2.44358, -0.94391, -0.46710], [1.19650, -0.78010, -1.42131], [0.90648, 0.71154, -1.45228], [-1.85396, 1.73810, 1.16913], [-1.13261, -0.65006, 1.00588], [-1.93812, 0.36189, 0.60683], [0.64034, 1.37803, -2.45004], [-2.88725, -1.96217, -1.38816], [-0.85229, -2.57399, 0.53774], [1.83743, 1.47333, 1.77687], [0.96514, 2.54261, -0.19866], [2.72687, -0.69535, 1.51035], [1.08243, -1.22880, 1.21784], [3.41602, -0.44297, -0.63546], [2.82799, -2.01217, -0.54283], [1.18726, -1.19416, -2.45001], [0.30894, -1.23629, -0.97074], [-1.03865, 1.58533, 2.01853], [-1.39923, 2.48409, 0.42432], [-2.88462, 1.87914, 1.62894], [-3.38769, 0.82741, -0.73344]], "forces_ev_per_a": [[1.203, 0.051, 2.155], [0.289, 0.631, 0.923], [1.314, 0.530, 0.477], [1.360, -0.155, 2.379], [-1.430, 1.405, -3.802], [-0.456, -0.496, -2.070], [-0.526, -2.191, -0.493], [0.760, 0.182, -0.684], [0.989, -0.009, 4.976], [1.519, -1.517, 1.652], [-1.089, 0.713, -0.352], [0.208, 0.167, -0.095], [-0.880, 1.374, -3.277], [-1.051, -1.009, -1.539], [-1.166, 0.462, -1.138], [-0.513, -0.325, -0.213], [0.197, -0.806, -0.126], [1.972, -0.470, 2.408], [0.131, -0.104, 0.187], [-1.015, 0.669, -0.585], [-1.002, 0.807, 0.437], [0.713, 0.351, 0.463], [0.533, -0.025, 0.134], [-1.885, 0.653, -1.627], [-1.263, -1.048, 1.062], [1.493, 0.758, -0.723], [-0.406, -0.598, -0.528]], "mulliken_spin": [0.01, -0.01, -0.01, 0.34, 0.00, 0.00, 0.03, 0.15, 0.51, 0.01, 0.01, 0.00, 0.92, 0.00, 0.00, 0.01, -0.01, 0.01, 0.01, 0.00, 0.01, 0.00, 0.01, 0.00, 0.00, 0.00, 0.00]}

---

Record 2
{"formula": "C10H14N2O2", "method": "ωB97M-V with the def2-TZVPD basis set", "relative_energy_kcal_mol": 29.7, "smiles": "CC(=C=N)NC(=O)OC1=CCCCC1", "lumo_energy_ev": 0.788, "charge": 0, "elements": ["C", "C", "C", "N", "N", "C", "O", "O", "C", "C", "C", "C", "C", "C", "H", "H", "H", "H", "H", "H", "H", "H", "H", "H", "H", "H", "H", "H"], "xyz": [[4.50410, -0.73392, 0.13861], [3.18724, 0.00409, 0.24517], [2.84570, 0.85022, 1.22524], [2.83378, 1.51398, 2.23383], [2.47916, -0.23183, -1.01868], [1.18017, -0.27025, -1.20409], [0.71084, -0.60121, -2.26448], [0.53235, -0.03918, -0.01317], [-0.85090, -0.08551, -0.02014], [-1.50875, -1.22339, -0.11881], [-2.93407, -1.31488, -0.19370], [-3.62259, 0.03027, -0.49983], [-3.04841, 1.17708, 0.30533], [-1.41725, 1.25494, 0.11234], [4.22589, -1.75257, 0.25373], [5.11969, -0.46628, 0.95175], [4.86312, -0.47894, -0.83644], [2.34576, 1.27460, 3.07052], [3.07408, -0.39460, -1.78740], [-1.00818, -2.13455, -0.31904], [-3.20608, -1.65370, 0.79456], [-3.40813, -2.03096, -0.88119], [-3.57610, 0.35716, -1.49867], [-4.72741, 0.11726, -0.28535], [-3.31348, 2.16528, 0.05295], [-3.27904, 1.00753, 1.32947], [-1.12240, 1.89485, -0.77154], [-0.87909, 1.76449, 0.99902]], "forces_ev_per_a": [[-1.908, 0.819, 0.828], [-0.847, 0.922, -0.900], [1.010, -2.321, -1.363], [0.060, 1.651, -0.219], [1.912, 1.297, 3.155], [-1.166, -1.112, -0.063], [-1.029, 0.426, -0.047], [0.539, -0.185, -0.702], [0.066, -0.201, -0.219], [1.545, 0.332, -1.240], [-3.316, 0.897, -0.026], [-1.361, 1.177, 1.448], [3.735, -0.546, -0.167], [-1.135, 1.409, 1.098], [0.279, -1.203, -0.336], [1.145, 0.376, 0.576], [0.938, -0.182, -0.396], [-0.368, -0.670, 0.462], [0.242, -0.185, -0.938], [0.920, -0.681, 0.170], [-0.811, -0.172, 0.522], [0.891, -0.164, 0.037], [0.452, -0.307, -1.723], [0.888, -0.961, -0.081], [-1.170, 0.933, -0.517], [0.042, 0.025, 1.089], [-0.482, -0.719, 0.672], [-1.070, -0.656, -1.120]], "lowdin_charge": [-0.02, -0.25, -0.11, 0.17, 0.13, -0.56, 0.11, 0.05, -0.30, -0.04, -0.19, -0.20, -0.16, -0.08, 0.08, 0.07, 0.07, 0.07, 0.13, 0.12, 0.11, 0.12, 0.09, 0.13, 0.08, 0.09, 0.14, 0.14]}

---

Record 3
{"formula": "C10H14N2O2", "method": "ωB97M-V with the def2-TZVPD basis set", "relative_energy_kcal_mol": 80.6, "multiplicity": 3, "lumo_energy_ev": [0.778, -2.895], "charge": 0, "elements": ["C", "C", "C", "C", "C", "C", "C", "C", "C", "C", "N", "N", "O", "O", "H", "H", "H", "H", "H", "H", "H", "H", "H", "H", "H", "H", "H", "H"], "xyz": [[1.55193, 0.81140, -3.41714], [1.61283, 1.40944, -2.14535], [0.58519, -0.23843, -3.62169], [0.71250, 1.07055, -1.15469], [-0.25392, -0.54778, -2.63468], [-0.27694, 0.17991, -1.46640], [-0.48266, -1.70782, 2.56606], [1.13083, 0.26559, 2.39821], [-1.32794, -0.16652, -0.52562], [0.01581, -0.65527, 1.60982], [-0.98288, 0.19338, 0.96748], [-1.83218, 0.85420, 1.79203], [-2.79712, 1.35304, 1.25761], [-1.60776, 0.84010, 2.96459], [2.21248, 1.15868, -4.21441], [2.19622, 2.27823, -1.99970], [0.65186, -0.64331, -4.62863], [0.72024, 1.49032, -0.21242], [-0.92490, -1.38428, -2.78784], [-0.89906, -1.27650, 3.44572], [-1.26493, -2.17883, 2.03723], [0.27739, -2.45521, 2.63916], [2.06181, -0.31521, 2.54831], [0.72479, 0.55955, 3.27818], [1.30908, 1.04132, 1.70760], [-2.16915, 0.41043, -0.62394], [-1.54217, -1.24960, -0.60710], [0.59865, -1.09739, 0.82763]], "forces_ev_per_a": [[0.633, 0.055, -2.133], [-1.563, 0.875, 3.814], [0.298, -0.101, -1.036], [3.546, 1.775, -2.769], [-0.032, -2.341, -4.009], [-1.735, -0.783, 2.701], [-0.235, 0.327, -1.546], [-0.146, -3.213, -3.288], [1.076, -0.576, 3.353], [2.413, 2.001, 2.175], [1.251, -1.559, -1.448], [-0.782, -1.014, -2.142], [-0.789, 0.874, -0.240], [0.451, 0.351, 1.567], [-0.334, -0.253, 0.244], [0.976, 0.521, 0.275], [-0.540, -0.675, 0.426], [0.145, 1.147, 1.610], [-0.216, 0.061, 0.116], [0.200, -0.033, 0.889], [-1.326, -0.951, -0.380], [0.561, -0.336, 0.801], [-0.554, 0.228, -0.066], [-0.992, 1.135, 2.603], [0.546, 1.289, -0.314], [-2.559, 1.117, -0.785], [-0.231, 0.413, 0.327], [-0.062, -0.334, -0.744]], "mulliken_spin": [0.61, 0.23, 0.14, 0.16, 0.20, 0.44, 0.00, -0.01, 0.01, 0.01, 0.02, 0.00, 0.00, 0.00, 0.01, 0.03, 0.01, 0.04, 0.03, 0.00, 0.00, 0.00, 0.00, 0.00, 0.01, 0.05, 0.02, 0.00]}

---

Record 4
{"formula": "C10H14N4O", "method": "ωB97M-V with the def2-TZVPD basis set", "relative_energy_kcal_mol": 85.7, "lumo_energy_ev": 0.850, "charge": 0, "elements": ["C", "C", "C", "C", "C", "C", "C", "C", "C", "C", "N", "N", "N", "N", "O", "H", "H", "H", "H", "H", "H", "H", "H", "H", "H", "H", "H", "H", "H"], "xyz": [[2.68764, -1.20818, -0.88066], [1.66158, -0.17390, -0.74742], [2.16123, 0.90092, 0.00818], [1.19210, 1.96642, 0.49548], [-1.31535, 2.26572, 0.05472], [0.13265, 2.09618, -0.52110], [-1.67529, 0.91834, -0.62008], [-0.86801, -1.09328, 0.00994], [-0.10376, -1.73035, 1.15661], [-1.37494, -2.09409, -0.98293], [3.69823, -0.73837, -0.18983], [3.41075, 0.51131, 0.27253], [0.33929, -0.19447, -1.16982], [-0.30185, 0.96723, -1.32868], [-1.71349, -0.13638, 0.35110], [2.56915, -2.09638, -1.50050], [0.69167, 1.45639, 1.31711], [1.71112, 2.90816, 0.62424], [-1.30565, 2.16049, 1.16022], [-1.86835, 3.06925, -0.37766], [0.32028, 2.89511, -1.17351], [-2.50790, 0.72767, -1.31205], [0.06852, -2.78810, 0.87798], [-0.56416, -1.70823, 2.10855], [0.92131, -1.51255, 1.27365], [-1.66083, -1.56628, -1.85500], [-2.21783, -2.66876, -0.71329], [-0.53160, -2.85806, -1.32374], [4.13592, 1.06740, 0.74271]], "forces_ev_per_a": [[-2.422, 3.367, 0.726], [-0.392, 0.614, 0.194], [-1.335, -2.008, -1.619], [1.717, -1.944, -0.253], [0.459, -1.265, 0.051], [-2.388, 1.410, 0.180], [1.164, 0.289, -0.860], [3.540, -1.735, -0.991], [-0.155, -1.777, -1.364], [2.402, -1.347, -1.211], [2.220, -0.040, -0.015], [1.073, -0.203, 0.737], [-0.810, -4.924, 0.695], [-2.321, 1.035, 0.939], [-0.007, 1.868, 0.133], [0.663, 0.077, 0.645], [0.432, 0.752, 0.968], [-0.294, 0.201, 0.838], [-0.528, 0.417, -0.746], [-0.350, 0.820, 0.282], [0.709, 1.197, -1.002], [0.203, 0.617, 0.177], [-0.693, 0.160, 0.293], [-0.778, 0.231, 0.876], [1.250, 1.497, 0.054], [-0.233, 0.510, -1.121], [-0.987, -0.676, 0.981], [-1.645, 1.756, 0.820], [-0.494, -0.900, -0.407]], "lowdin_charge": [-0.07, -0.23, -0.18, -0.05, -0.02, -0.30, -0.19, -0.44, 0.00, -0.04, 0.01, 0.01, 0.02, -0.03, 0.00, 0.11, 0.12, 0.13, 0.13, 0.10, 0.12, 0.15, 0.09, 0.07, 0.05, 0.06, 0.07, 0.13, 0.17]}

---

Number 1: E_tot -573.9789 Eh. Number 2: E_tot -649.3532 Eh. Number 3: E_tot -649.1260 Eh. Number 4: E_tot -683.5373 Eh.